# 1
Density functional theory data (wB97M-V/def2-TZVPD) for a molecular structure, C13H22N2O3RuSi2.

Properties
Orbital gap (spin up / spin down)   6.7260 / 6.5291 eV

Last column: natural (NBO) charge in e.
Positions of all 43 atoms, in Å:
H -1.842 -2.524 -0.954  0.23
Si 0.181 2.286 -0.035  1.38
H -0.203 2.607 -2.491  0.25
C 3.311 -0.706 -1.625  -1.12
C -1.605 -0.083 2.672  0.87
H -2.636 -0.577 -0.306  0.38
H -1.127 -3.874 -0.044  0.25
C -1.284 -2.798 -0.057  -0.74
H -1.844 -2.487 0.823  0.25
C 2.298 4.220 -0.025  -0.19
C 1.975 2.858 -0.060  -0.49
H 3.858 5.692 0.021  0.21
C 0.061 -2.103 -0.119  0.56
H 2.658 -0.280 2.349  0.25
N -2.171 0.079 0.311  -0.63
C 3.621 4.635 -0.005  -0.21
Ru 0.179 -0.120 0.356  0.28
H -3.476 0.100 1.917  0.39
H -1.754 2.876 1.434  0.22
H -0.528 4.153 1.389  0.25
H 3.020 -1.785 1.488  0.24
H -0.276 2.698 2.378  0.26
H 4.395 -0.555 -1.599  0.24
O -0.350 -0.095 2.319  -0.69
C -0.645 2.991 -1.570  -1.13
H 3.110 -1.778 -1.645  0.25
C 4.641 3.690 -0.020  -0.22
H -2.430 1.020 0.029  0.37
C 3.176 -0.705 1.488  -1.11
H -1.723 2.806 -1.605  0.22
H 5.676 4.009 0.008  0.21
H 2.929 -0.261 -2.546  0.24
C 2.998 1.908 -0.082  -0.46
C 4.328 2.339 -0.067  -0.14
O 1.084 -2.666 -0.324  -0.49
H -0.501 4.076 -1.555  0.24
C -0.677 3.071 1.435  -1.13
H 1.510 4.968 -0.016  0.20
Si 2.543 0.076 -0.110  1.27
N -2.555 -0.200 1.633  -0.53
O -2.039 -0.019 3.799  -0.63
H 5.136 1.614 -0.080  0.20
H 4.248 -0.508 1.601  0.23



# 2
Density functional theory data (wB97M-V/def2-TZVPD) for 2 unconnected molecules or ions with the total composition C5H14.

Properties
<S²>   0.750
Total charge   -1
Orbital gap (spin up / spin down)   2.7765 / 11.5802 eV
Multiplicity   2

Last column: Löwdin spin population.
Positions of all 19 atoms, in Å:
H 0.901 -0.884 1.645  0.05
H -2.964 1.112 1.973  0.01
H 0.803 -0.893 -2.860  0.04
H -0.745 -1.665 2.331  0.03
H -2.689 -0.647 1.833  0.01
H 1.746 -1.301 -1.346  0.03
C 1.701 -0.618 -2.280  0.17
C 1.603 0.846 -1.680  0.13
C -0.863 0.480 1.373  0.06
H -0.478 0.943 0.451  0.01
H 1.818 1.006 -0.594  0.02
H -0.514 1.104 2.171  0.01
H 0.490 1.104 -1.829  0.03
C -2.419 0.302 1.400  0.09
H -0.453 -1.409 0.620  0.04
C -0.213 -0.909 1.584  0.18
H -2.573 0.463 0.307  0.03
H 2.597 -0.566 -2.925  0.02
H 2.252 1.534 -2.175  0.02



# 3
Density functional theory data (wB97M-V/def2-TZVPD) for a molecular structure, C2H5Cl2Hg2O.

Properties
Total charge   +3
Orbital gap   1.9475 eV

Last column: natural (NBO) charge in e.
Positions of all 12 atoms, in Å:
Hg -4.219 1.546 -9.140  1.28
H -8.442 0.918 -14.874  0.33
C -6.199 -0.213 -11.264  -0.29
H -6.731 0.684 -10.946  0.22
H -6.855 -1.084 -11.235  0.24
Hg -4.277 -2.444 -9.305  1.32
H -6.709 0.938 -14.507  0.29
O -5.096 -0.399 -10.396  -0.79
C -7.452 0.673 -15.259  -0.47
Cl -7.348 -1.083 -15.502  0.31
H -5.875 -0.022 -12.287  0.19
Cl -7.074 1.543 -16.791  0.38



# 4
Density functional theory data (wB97M-V/def2-TZVPD) for a single C5H4O molecule.

Properties
Orbital gap   9.5973 eV
SMILES string   C1=CC1=C1CO1

Last column: natural (NBO) charge in e.
Positions of all 10 atoms, in Å:
H -2.323 1.103 -0.717  0.18
H -2.058 0.990 1.065  0.18
O -2.059 -0.757 -0.010  -0.48
H 2.524 -1.678 0.150  0.21
C 0.460 -0.811 -0.026  -0.07
C -0.714 -0.370 -0.167  0.18
C 1.842 0.415 -0.037  -0.09
H 2.132 1.345 -0.316  0.23
C 1.955 -0.857 0.026  -0.19
C -1.759 0.619 0.031  -0.13



# 5
Density functional theory data (wB97M-V/def2-TZVPD) for a molecular structure, C14H23BN6Re.

Properties
<S²>   3.770
Total charge   +2
Orbital gap (spin up / spin down)   7.0331 / 6.4815 eV
Multiplicity   4

Last column: Löwdin spin population.
Positions of all 45 atoms, in Å:
C -3.595 -0.719 -2.412  0.00
H 1.582 -0.888 2.018  0.01
N 0.984 -1.222 -1.086  0.04
H 0.030 0.423 -4.121  0.00
H 1.965 1.823 4.772  0.00
H -4.592 -0.975 -2.710  0.00
H 1.723 -1.575 -4.243  0.00
Re 0.129 0.027 0.164  2.41
C 1.056 0.996 2.984  0.02
H -0.236 0.815 4.710  0.00
H 0.714 1.995 2.678  0.00
C 1.880 -2.283 -1.024  0.02
C 1.467 0.170 1.708  0.08
H -2.730 -3.235 1.483  0.00
N -1.460 -0.134 -2.503  0.01
N 0.164 1.722 -0.784  0.05
H -3.574 -0.832 -0.166  0.00
H 0.447 3.343 0.575  0.00
H 0.787 2.898 -3.752  0.00
C -2.517 -2.547 2.315  0.01
N 0.284 1.611 -2.206  0.03
H 2.432 0.552 1.321  0.03
H -3.366 -2.278 2.901  0.00
C 0.837 3.705 -1.634  0.03
C 1.689 -1.679 -3.170  0.05
H -1.030 0.366 3.209  0.00
C 0.495 3.030 -0.465  0.02
C -3.079 -0.653 -1.105  0.01
N 0.897 -0.862 -2.465  0.02
C -0.076 0.320 3.744  0.01
H 2.628 0.247 4.291  0.00
C -2.544 -0.392 -3.261  0.02
H -1.703 -2.909 2.946  0.00
H 0.152 -0.737 3.934  0.00
C 0.671 2.792 -2.684  0.05
H 1.149 4.726 -1.704  0.00
C 2.338 -2.556 -2.311  0.03
C 2.255 1.204 3.917  0.00
H 3.069 1.701 3.391  0.00
B -0.036 0.277 -2.943  0.00
H -2.183 -1.595 1.860  0.01
H 2.099 -2.739 -0.070  0.00
N -1.770 -0.303 -1.179  0.04
H -2.490 -0.323 -4.337  0.00
H 3.062 -3.310 -2.585  0.00



no.,E (Eh)
1,-1517.6279
2,-198.7871
3,-1380.1339
4,-267.8952
5,-978.3044